a) # C5H26N2O7

7 unconnected molecules or ions with the total composition C5H26N2O7 (ωB97M-V/def2-TZVPD, OMol25).

The calculation puts the HOMO energy at -9.62 eV. Its LUMO energy is 0.32 eV. As for the total charge: 0. Its SMILES is NCCC[C@H](N)CO.O.O.O.O.O.O. The HOMO-LUMO gap is 9.94 eV.

Geometry (Å):
N: 0.175 2.726 2.277
C: -0.150 1.368 2.819
C: 0.489 0.279 1.834
C: 0.019 0.611 0.463
C: -0.289 -0.774 -0.355
N: -0.602 -0.610 -1.836
C: -1.787 -1.254 0.470
O: -2.451 -2.194 -0.298
H: -0.438 3.513 2.533
H: 1.172 2.823 2.475
H: 0.385 1.322 3.742
H: -1.193 1.142 3.163
H: 1.485 0.164 1.943
H: 0.196 -0.733 2.144
H: -0.957 1.167 0.414
H: 0.737 1.176 -0.064
H: 0.440 -1.439 -0.033
H: -0.534 -1.423 -2.427
H: 0.154 0.023 -2.161
H: -2.359 -0.321 0.577
H: -1.626 -1.844 1.395
H: -2.871 -1.504 -0.992
O: -0.772 -3.886 -1.392
H: -1.211 -3.874 -2.192
H: -1.305 -3.171 -0.878
O: 2.842 1.432 -1.129
H: 2.070 1.960 -1.413
H: 2.534 1.143 -0.301
O: 1.390 -2.965 1.960
H: 1.407 -2.279 1.272
H: 1.624 -3.689 1.409
O: -3.131 0.771 -2.013
H: -2.797 0.597 -2.898
H: -2.370 0.608 -1.520
O: 2.219 -0.437 -3.086
H: 2.453 0.035 -2.257
H: 2.605 -1.291 -3.098
O: 0.964 3.340 -0.466
H: 0.330 3.086 0.146
H: 1.150 4.402 -0.226

***

b) # C5H26N2O7

8 unconnected molecules or ions with the total composition C5H26N2O7 (ωB97M-V/def2-TZVPD, OMol25).

The calculation puts the HOMO energy at -9.44 eV. Its LUMO energy is 0.55 eV. As for the total charge: 0. Its SMILES is C=CC[C@H](N)CN.O.O.O.O.O.O.O. The HOMO-LUMO gap is 9.99 eV.

Geometry (Å):
C: -2.717 -0.041 -1.590
C: -2.321 1.219 -1.679
C: -1.363 1.858 -0.698
C: 0.049 1.266 -0.786
N: 0.940 1.780 0.270
C: 0.663 1.516 -2.171
N: 1.517 0.385 -2.545
H: -2.340 -0.749 -0.858
H: -3.409 -0.499 -2.287
H: -2.695 1.854 -2.476
H: -1.334 2.938 -0.845
H: -1.757 1.724 0.314
H: -0.011 0.182 -0.634
H: 0.393 1.875 1.122
H: 1.300 2.689 0.025
H: 1.295 2.409 -2.162
H: -0.132 1.693 -2.902
H: 2.114 0.591 -3.335
H: 0.967 -0.451 -2.735
O: 1.778 0.787 2.661
H: 0.898 1.186 2.831
H: 1.990 1.075 1.765
O: -1.590 -0.769 2.411
H: -2.083 -1.087 1.640
H: -0.689 -1.142 2.283
O: 0.986 -1.677 1.843
H: 1.310 -0.879 2.336
H: 1.499 -1.572 1.010
O: -0.774 1.768 2.646
H: -1.211 0.887 2.534
H: -1.219 2.206 3.375
O: 2.372 -1.270 -0.462
H: 2.192 -0.399 -0.877
H: 3.316 -1.419 -0.503
O: 0.460 -2.675 -2.043
H: 1.194 -2.339 -1.478
H: -0.269 -2.710 -1.383
O: -1.112 -2.762 0.293
H: -1.247 -3.694 0.491
H: -0.323 -2.495 0.820

***

Relative stability in eV, measured from the most stable structure: a) 4.010; b) 0.000

***

a) # C10H15N

A single C10H15N molecule (ωB97M-V/def2-TZVPD, OMol25).

The calculation puts the HOMO energy at -7.69 eV. Its LUMO energy is 0.37 eV. As for the total charge: 0. The HOMO-LUMO gap is 8.06 eV.

Geometry (Å):
C: -0.623 -1.778 0.348
C: -0.377 -2.312 1.598
C: -0.257 -0.453 -0.049
C: 0.716 -0.256 2.325
C: -0.665 0.040 -1.275
C: 0.545 0.435 0.986
C: -1.381 -0.876 -2.271
C: -0.202 1.358 -1.848
C: 1.983 0.785 0.559
C: -0.275 1.686 1.233
N: 0.231 -1.461 2.535
H: -0.887 -2.349 -0.545
H: -0.695 -3.384 1.697
H: -2.095 -1.389 -1.664
H: -0.667 -1.400 -2.988
H: -1.887 -0.148 -2.907
H: -0.828 2.361 -1.806
H: 0.157 1.124 -2.900
H: 0.660 1.635 -1.276
H: 2.434 0.224 -0.264
H: 2.729 0.407 1.350
H: 2.084 1.796 0.182
H: 0.337 2.477 0.862
H: -0.552 1.841 2.232
H: -1.192 1.593 0.594
H: 0.708 -1.955 3.290

***

b) # C10H15N

2 unconnected molecules or ions with the total composition C10H15N (ωB97M-V/def2-TZVPD, OMol25).

The calculation puts the HOMO energy at -8.47 eV. Its LUMO energy is 0.94 eV. As for the total charge: 0. Its SMILES is c1ccncc1.C1CCCC1. The HOMO-LUMO gap is 9.41 eV.

Geometry (Å):
C: 2.618 0.954 -0.493
C: 2.611 -0.385 -0.440
C: 1.516 -1.071 -1.040
N: 0.578 -0.425 -1.532
C: 0.667 0.918 -1.695
C: 1.701 1.622 -1.306
H: 3.393 1.445 0.057
H: 3.341 -0.896 0.052
H: 1.406 -2.124 -0.927
H: -0.191 1.256 -2.143
H: 1.738 2.636 -1.601
C: -2.651 -0.658 1.976
C: -2.048 0.737 1.775
C: -0.907 0.673 0.778
C: -1.203 -0.640 0.012
C: -1.739 -1.579 1.110
H: -2.767 -1.007 3.022
H: -3.634 -0.623 1.618
H: -1.673 1.222 2.684
H: -2.847 1.406 1.415
H: 0.115 0.542 1.205
H: -0.843 1.548 0.143
H: -0.302 -0.989 -0.541
H: -1.931 -0.518 -0.757
H: -0.884 -1.924 1.725
H: -2.347 -2.422 0.706

***

Relative stability in eV, measured from the most stable structure: a) 1.782; b) 0.000

***

a) # C17H17F5NO5ScTe

A molecular structure, C17H17F5NO5ScTe (ωB97M-V/def2-TZVPD, OMol25).

The calculation puts the HOMO energy at -9.87 eV. Its LUMO energy is -1.05 eV. As for the total charge: 0. The HOMO-LUMO gap is 8.82 eV.

Geometry (Å):
Sc: 0.356 0.326 0.883
O: -1.917 3.672 1.836
C: -1.495 2.564 1.609
O: -0.297 2.235 1.206
C: -2.393 1.342 1.733
C: -3.713 1.309 2.140
C: -4.356 0.075 2.155
C: -3.683 -1.081 1.768
C: -2.362 -0.957 1.383
N: -1.769 0.228 1.378
C: -1.431 -2.062 0.910
O: -1.829 -3.192 0.766
O: -0.229 -1.608 0.674
H: -4.205 2.226 2.430
H: -5.389 0.013 2.469
H: -4.153 -2.054 1.762
C: 2.908 -1.948 -0.826
C: 2.113 -1.751 -2.116
C: 3.036 -1.427 -3.293
C: 1.047 -0.687 -1.979
C: -0.288 -0.980 -2.255
C: -1.273 -0.016 -2.147
C: -0.971 1.300 -1.788
C: -2.043 2.348 -1.692
C: 0.364 1.615 -1.542
C: 1.353 0.632 -1.611
H: 3.628 -2.758 -0.949
H: 2.252 -2.210 0.005
H: 3.471 -1.050 -0.565
H: 1.594 -2.687 -2.335
H: 3.593 -0.506 -3.109
H: 2.473 -1.301 -4.218
H: 3.760 -2.231 -3.438
H: -0.560 -1.996 -2.516
H: -2.305 -0.288 -2.335
H: -2.282 2.742 -2.681
H: -1.726 3.180 -1.065
H: -2.962 1.933 -1.276
H: 0.631 2.626 -1.262
H: 2.382 0.918 -1.419
F: 2.628 0.591 1.219
Te: 2.604 0.196 3.118
F: 2.957 -1.570 2.693
F: 2.692 -0.174 4.914
F: 4.426 0.411 3.055
F: 2.544 2.014 3.441
O: 0.822 0.041 2.870

***

b) # C17H17F5NO5ScTe

A molecular structure, C17H17F5NO5ScTe (ωB97M-V/def2-TZVPD, OMol25).

The calculation puts the HOMO energy at -10.01 eV. Its LUMO energy is -1.19 eV. As for the total charge: 0. The HOMO-LUMO gap is 8.82 eV.

Geometry (Å):
Sc: -0.451 -0.460 0.491
O: 2.271 -3.430 0.662
C: 1.621 -2.437 0.843
O: 0.419 -2.172 0.363
C: 2.155 -1.281 1.665
C: 3.114 -1.407 2.645
C: 3.453 -0.268 3.367
C: 2.816 0.938 3.101
C: 1.842 0.951 2.125
N: 1.545 -0.126 1.415
C: 0.960 2.130 1.823
O: 1.295 3.264 1.960
O: -0.245 1.741 1.298
H: 3.564 -2.372 2.830
H: 4.192 -0.326 4.155
H: 3.025 1.842 3.656
C: -2.453 -2.275 -1.169
C: -2.332 -1.370 -2.402
C: -2.100 -2.217 -3.654
C: -1.249 -0.322 -2.229
C: -1.558 1.039 -2.206
C: -0.584 1.998 -2.005
C: 0.752 1.644 -1.815
C: 1.808 2.691 -1.597
C: 1.075 0.291 -1.861
C: 0.093 -0.678 -2.088
H: -3.339 -2.906 -1.245
H: -2.578 -1.709 -0.239
H: -1.586 -2.930 -1.078
H: -3.276 -0.833 -2.521
H: -1.178 -2.796 -3.568
H: -2.030 -1.594 -4.547
H: -2.921 -2.923 -3.792
H: -2.591 1.344 -2.320
H: -0.865 3.044 -1.974
H: 2.787 2.334 -1.919
H: 1.881 2.973 -0.545
H: 1.571 3.599 -2.151
H: 2.113 -0.016 -1.798
H: 0.394 -1.712 -2.202
F: -2.119 0.540 0.448
Te: -1.721 1.022 2.672
F: -0.376 1.720 3.778
F: -2.389 0.716 4.374
F: -2.303 2.742 2.499
F: -3.497 0.628 2.322
O: -1.001 -0.630 2.432

***

Relative stability in eV, measured from the most stable structure: a) 0.000; b) 1.496

***

a) # C11H22N4O4

A single C11H22N4O4 molecule (ωB97M-V/def2-TZVPD, OMol25).

The calculation puts the HOMO energy at -9.12 eV. Its LUMO energy is 0.46 eV. As for the total charge: 0. Its SMILES is NCCCC[C@H](N)C(=O)N[C@@H](CCC(N)=O)C(=O)O. The HOMO-LUMO gap is 9.58 eV.

Geometry (Å):
N: 3.724 2.141 -0.377
C: 3.815 0.727 -0.308
C: 2.452 -0.007 -0.339
C: 2.568 -1.510 -0.196
C: 1.253 -2.247 -0.430
C: 0.300 -2.250 0.773
N: -0.641 -3.342 0.594
C: -0.483 -0.936 0.906
O: -0.231 -0.097 1.713
N: -1.507 -0.816 -0.066
C: -2.529 0.194 0.037
C: -2.231 1.311 -1.021
C: -1.020 2.178 -0.806
C: -1.159 3.060 0.422
N: -0.430 2.695 1.517
O: -1.856 4.064 0.411
C: -3.908 -0.376 -0.170
O: -4.971 0.180 -0.167
O: -3.875 -1.713 -0.447
H: 3.196 2.523 0.390
H: 3.295 2.400 -1.253
H: 4.364 0.306 -1.157
H: 4.403 0.488 0.597
H: 1.951 0.310 -1.287
H: 1.890 0.449 0.466
H: 3.296 -1.887 -0.922
H: 2.972 -1.750 0.807
H: 1.529 -3.292 -0.666
H: 0.728 -1.941 -1.359
H: 0.844 -2.308 1.716
H: -0.139 -4.231 0.657
H: -1.215 -3.351 1.439
H: -1.752 -1.696 -0.464
H: -2.578 0.617 1.055
H: -2.132 0.854 -2.018
H: -3.173 1.893 -1.105
H: -0.850 2.801 -1.689
H: -0.154 1.519 -0.720
H: -0.235 1.724 1.641
H: -0.674 3.192 2.365
H: -4.834 -1.877 -0.535

***

b) # C11H22N4O4

A single C11H22N4O4 molecule (ωB97M-V/def2-TZVPD, OMol25).

The calculation puts the HOMO energy at -9.46 eV. Its LUMO energy is 0.44 eV. As for the total charge: 0. Its SMILES is NCCCC[C@H](NC(=O)[C@@H](N)CCC(N)=O)C(=O)O. The HOMO-LUMO gap is 9.90 eV.

Geometry (Å):
N: -5.275 -2.142 0.231
C: -5.013 -1.011 -0.647
C: -3.503 -0.764 -0.782
C: -2.849 -0.462 0.566
C: -1.318 -0.281 0.490
C: -0.872 1.042 -0.179
N: 0.397 0.932 -0.875
C: 1.544 0.823 -0.145
O: 1.527 0.448 1.018
C: 2.824 1.303 -0.854
N: 3.018 2.717 -0.529
C: 4.023 0.479 -0.406
C: 3.895 -1.020 -0.745
C: 4.226 -1.967 0.407
N: 3.540 -1.706 1.566
O: 5.035 -2.872 0.318
C: -0.795 2.271 0.744
O: -0.139 3.241 0.460
O: -1.558 2.268 1.858
H: -6.289 -2.226 0.388
H: -4.979 -3.028 -0.196
H: -5.428 -1.123 -1.668
H: -5.482 -0.122 -0.205
H: -3.006 -1.643 -1.205
H: -3.379 0.035 -1.526
H: -3.077 -1.270 1.271
H: -3.329 0.471 0.980
H: -0.897 -1.116 -0.096
H: -0.854 -0.360 1.452
H: -1.611 1.305 -0.963
H: 0.455 1.477 -1.740
H: 2.694 1.206 -1.937
H: 3.206 2.794 0.490
H: 2.213 3.267 -0.713
H: 4.173 0.600 0.691
H: 4.894 0.920 -0.873
H: 2.877 -1.266 -1.073
H: 4.567 -1.304 -1.576
H: 3.672 -2.313 2.352
H: 2.808 -0.988 1.624
H: -1.936 1.385 2.026

***

Relative stability in eV, measured from the most stable structure: a) 0.075; b) 0.000

***

a) # C12H19N2

A gas-phase ion, C12H19N2 (charge +1) (ωB97M-V/def2-TZVPD, OMol25).

The calculation puts the HOMO energy at -12.01 eV. Its LUMO energy is -2.39 eV. As for the total charge: +1. Its SMILES is C[C@@H]1[C@@H](c2ccccc2)[C@H](CN)[N@H+]1C. The HOMO-LUMO gap is 9.62 eV.

Geometry (Å):
C: 1.220 1.450 2.076
C: 0.599 1.160 0.711
C: -0.449 -0.303 0.534
C: -1.864 -0.103 0.266
C: -2.346 0.641 -0.823
C: -3.682 0.576 -1.139
C: -4.533 -0.239 -0.450
C: -4.087 -1.120 0.528
C: -2.739 -1.055 0.862
C: 0.485 -0.436 -0.706
C: 1.122 -1.866 -0.822
N: 2.190 -2.004 0.235
N: 1.505 0.589 -0.349
C: 1.890 1.339 -1.561
H: 0.443 1.935 2.785
H: 2.022 2.212 1.848
H: 1.809 0.685 2.636
H: 0.053 2.100 0.152
H: -0.331 -0.861 1.405
H: -1.671 1.173 -1.471
H: -3.928 1.128 -2.068
H: -5.585 -0.382 -0.738
H: -4.791 -1.647 1.003
H: -2.307 -1.605 1.726
H: 0.018 -0.133 -1.637
H: 1.604 -1.872 -1.774
H: 0.356 -2.455 -0.654
H: 1.758 -2.316 1.110
H: 2.817 -2.780 -0.055
H: 2.192 0.013 0.127
H: 2.556 2.111 -1.208
H: 2.433 0.627 -2.255
H: 1.093 1.813 -2.128

***

b) # C12H19N2

A gas-phase ion, C12H19N2 (charge +1) (ωB97M-V/def2-TZVPD, OMol25).

The calculation puts the HOMO energy at -13.05 eV. Its LUMO energy is -4.94 eV. As for the total charge: +1. Its SMILES is CC1=N/[C@@H]2C[C@@H]2C(C)(C)\C=C/C(C)=[NH+]\1. The HOMO-LUMO gap is 8.12 eV.

Geometry (Å):
C: -1.982 -2.017 1.462
C: -1.262 -1.466 0.316
N: -0.134 -1.863 -0.019
C: 0.466 -1.379 -1.239
C: 1.940 -1.615 -1.400
C: 1.475 -0.228 -1.091
C: 1.646 0.566 0.258
C: 2.062 -0.423 1.419
C: 2.638 1.772 0.114
C: 0.374 1.247 0.744
C: -0.927 1.368 0.247
C: -2.003 0.799 -0.336
C: -2.987 1.678 -1.093
N: -2.174 -0.506 -0.416
H: -3.165 -1.967 1.488
H: -1.657 -1.498 2.291
H: -1.653 -3.090 1.524
H: -0.304 -1.311 -1.973
H: 2.556 -2.092 -0.617
H: 2.310 -1.947 -2.354
H: 1.375 0.602 -1.944
H: 2.221 0.109 2.321
H: 2.985 -0.974 1.010
H: 1.238 -1.194 1.588
H: 3.775 1.484 -0.113
H: 2.668 2.285 1.031
H: 2.154 2.505 -0.690
H: 0.676 2.141 1.369
H: -1.310 2.271 0.647
H: -2.911 1.788 -2.228
H: -2.990 2.662 -0.616
H: -4.038 1.219 -1.090
H: -3.064 -0.925 -0.613

***

Relative stability in eV, measured from the most stable structure: a) 0.000; b) 1.985

***

a) # CN4S

2 unconnected molecules or ions with the total composition CN4S (ωB97M-V/def2-TZVPD, OMol25).

The calculation puts the HOMO energy at 1.32 eV. Its LUMO energy is 6.21 eV. As for the total charge: -2. The HOMO-LUMO gap is 4.89 eV.

Geometry (Å):
C: 0.424 0.107 -1.069
N: -0.335 -0.721 -1.383
N: -1.518 -0.838 1.259
N: 0.305 0.561 1.542
N: -0.580 -0.119 1.228
S: 1.704 1.009 -1.577

***

b) # CN4S

2 unconnected molecules or ions with the total composition CN4S (ωB97M-V/def2-TZVPD, OMol25).

The calculation puts the HOMO energy at 0.73 eV. Its LUMO energy is 6.09 eV. As for the total charge: -2. The HOMO-LUMO gap is 5.36 eV.

Geometry (Å):
C: 1.984 -0.440 0.067
N: 1.974 -1.597 0.186
N: -2.992 0.916 0.330
N: -1.202 -0.322 -0.473
N: -2.092 0.298 -0.075
S: 2.329 1.144 -0.035

***

Relative stability in eV, measured from the most stable structure: a) 1.538; b) 0.000

***

a) # C6H7P

A single C6H7P molecule (ωB97M-V/def2-TZVPD, OMol25).

The calculation puts the HOMO energy (spin up / spin down) at -8.73 / -7.51 eV. Its LUMO energy (spin up / spin down) is -1.44 / -0.25 eV. As for the total charge: 0. The HOMO-LUMO gap (spin up / spin down) is 7.29 / 7.26 eV.

Geometry (Å):
C: 2.607 -0.357 -0.070
C: 1.531 0.336 -0.816
C: 2.687 -1.492 0.689
C: 0.224 -0.041 -0.908
C: -2.960 0.156 -0.025
C: -2.162 -0.972 0.273
P: -0.476 -1.356 -0.048
H: 3.655 0.072 -0.278
H: 2.027 1.034 -1.579
H: 2.070 -2.213 1.183
H: -0.437 0.532 -1.484
H: -4.033 0.060 0.140
H: -2.712 1.168 -0.388
H: -2.747 -1.852 0.717

***

b) # C6H7P

A single C6H7P molecule (ωB97M-V/def2-TZVPD, OMol25).

The calculation puts the HOMO energy at -7.48 eV. Its LUMO energy is -0.48 eV. As for the total charge: 0. The HOMO-LUMO gap is 7.00 eV.

Geometry (Å):
C: 1.921 -1.201 -0.128
C: 0.561 -1.143 -0.026
C: 2.622 0.006 0.007
C: -1.798 1.611 -0.129
C: -1.235 0.403 -0.083
C: -0.054 -0.043 0.438
P: 1.809 1.568 -0.077
H: 2.357 -2.151 -0.264
H: -0.025 -2.144 -0.047
H: 3.755 0.021 0.126
H: -2.784 1.803 -0.482
H: -1.398 2.538 0.259
H: -1.589 -0.383 -0.774
H: 0.105 0.292 1.433

***

c) # C6H7P

A single C6H7P molecule (ωB97M-V/def2-TZVPD, OMol25).

The calculation puts the HOMO energy (spin up / spin down) at -8.64 / -8.55 eV. Its LUMO energy (spin up / spin down) is -0.68 / -0.53 eV. As for the total charge: 0. Its SMILES is C#P=C=C(C)C=C. The HOMO-LUMO gap (spin up / spin down) is 7.96 / 8.02 eV.

Geometry (Å):
C: -2.059 1.270 -2.306
P: -2.782 0.005 -1.617
C: -1.599 -0.280 -0.255
C: -0.329 -0.184 0.163
C: 0.843 0.331 -0.678
C: -0.064 -0.787 1.444
C: 1.185 -0.886 1.906
H: -1.570 2.227 -2.245
H: 0.660 0.426 -1.692
H: 1.844 -0.206 -0.663
H: 1.254 1.234 -0.363
H: -0.891 -1.306 2.078
H: 1.490 -1.365 2.837
H: 2.019 -0.479 1.392

***

Relative stability in eV, measured from the most stable structure: a) 1.507; b) 0.000; c) 2.136